No. 1
A cluster of 4 separate species, C28H53FN3O11 in total. Source: the OMol25 dataset; level of theory: ωB97M-V with the def2-TZVPD basis set.

Positions of all 96 atoms, in Å:
C  5.81953  -4.31543  1.15652
O  5.54490  -4.77395  -0.15124
C  5.98151  -3.89246  -1.16413
C  4.94029  -2.82529  -1.47222
C  3.71723  -3.42063  -2.19890
C  2.35543  -3.19049  -1.53049
C  1.47083  -2.10526  -2.21089
C  0.62816  -1.34289  -1.23909
C  0.90092  0.03029  -0.94507
C  1.93622  0.83616  -1.66837
C  3.39316  0.42665  -1.39988
C  4.25518  1.54408  -0.84411
F  3.93356  0.00721  -2.62087
N  0.23181  0.70258  -0.04428
N  -0.74632  0.05423  0.57621
C  -1.12127  -1.18612  0.33327
O  -2.21736  -1.55937  0.99048
C  -0.44053  -1.95168  -0.61374
C  -0.94293  -3.32722  -0.93091
C  -1.88275  -3.33919  -2.17244
C  -1.40473  -4.27146  -3.30315
N  -2.46212  -4.86048  -4.10938
H  5.12377  -4.80402  1.83466
H  6.84051  -4.57526  1.44986
H  5.71014  -3.23066  1.24151
H  6.16179  -4.49203  -2.05798
H  6.93976  -3.43273  -0.89776
H  5.41288  -2.04113  -2.06187
H  4.61528  -2.38792  -0.52443
H  3.68600  -3.07916  -3.23458
H  3.86750  -4.50017  -2.24008
H  2.48823  -2.95677  -0.47097
H  1.80743  -4.13220  -1.55637
H  2.07407  -1.44546  -2.82582
H  0.78191  -2.62162  -2.88391
H  1.79373  1.87985  -1.39509
H  1.76979  0.77254  -2.74400
H  3.43660  -0.43097  -0.72479
H  4.23540  1.55516  0.24306
H  5.28321  1.35132  -1.15051
H  3.96443  2.51200  -1.24621
H  -1.26351  0.58804  1.26518
H  -2.07408  -2.37308  1.49402
H  -0.10954  -4.00945  -1.08186
H  -1.51773  -3.69535  -0.08433
H  -1.99513  -2.32458  -2.55936
H  -2.86531  -3.68274  -1.85164
H  -0.83232  -5.08859  -2.85823
H  -0.76052  -3.72486  -3.99147
H  -3.20744  -5.23275  -3.53344
H  -2.86879  -4.17653  -4.73378
C  -0.90595  4.46433  0.39535
C  0.58554  4.24709  0.54143
O  1.34530  5.11664  -0.30911
C  1.44555  6.37933  0.12206
O  0.99095  6.79868  1.15392
O  2.13018  7.07356  -0.77480
C  2.28962  8.46534  -0.45958
H  -1.20537  4.36396  -0.64883
H  -1.45290  3.72876  0.98827
H  -1.19478  5.45548  0.73966
H  0.85457  3.24469  0.21715
H  0.90944  4.37102  1.57511
H  2.73220  8.58703  0.52585
H  1.32735  8.97168  -0.49822
H  2.95178  8.86479  -1.22029
C  -3.01714  -8.84639  1.28077
C  -3.37071  -7.38242  1.41359
O  -3.89641  -6.83869  0.18719
C  -5.17175  -7.15539  -0.06221
O  -5.89890  -7.77717  0.66210
O  -5.49599  -6.65828  -1.25539
C  -6.82883  -6.97259  -1.68529
H  -2.32392  -8.99801  0.45278
H  -2.54485  -9.19802  2.19771
H  -3.90613  -9.44789  1.10134
H  -2.47965  -6.78845  1.61318
H  -4.08639  -7.21275  2.21714
H  -7.55559  -6.67204  -0.93497
H  -6.91903  -8.03897  -1.88055
H  -6.98335  -6.41326  -2.60248
C  -0.03292  8.62079  4.24888
C  -1.04940  7.96476  3.34226
O  -2.37797  8.00993  3.89415
C  -2.99894  9.18292  3.78362
O  -2.56152  10.17074  3.25414
O  -4.17369  9.09072  4.40593
C  -4.92899  10.30684  4.42769
H  -0.06518  8.17423  5.24353
H  0.96646  8.48429  3.83610
H  -0.22505  9.68813  4.34561
H  -0.83385  6.90448  3.23050
H  -1.04993  8.41330  2.35027
H  -5.06535  10.69415  3.42082
H  -4.42814  11.05225  5.04257
H  -5.88917  10.05022  4.86389

Summary:
Charge = +1
Kohn-Sham gap = 7.5 eV
Energy relative to the best compared isomer or geometry (same formula, charge and spin) = 0.0000 eV
LUMO level = -4.30 eV

No. 2
A structure of composition C28H53O2PSe2Si2Zn at a distorted geometry. Source: the OMol25 dataset; level of theory: ωB97M-V with the def2-TZVPD basis set.

Positions of all 89 atoms, in Å:
O  -3.31428  -0.84695  -1.51178
O  -1.80979  -2.54722  -2.62381
C  -4.52359  -0.52999  -0.81532
C  -4.49347  0.75533  -0.01039
H  -4.70018  -1.39375  -0.16218
H  -5.33752  -0.49237  -1.55800
H  -3.53711  0.91182  0.50234
H  -5.28373  0.70418  0.74528
H  -4.71110  1.62038  -0.64742
C  -2.79168  0.23906  -2.31680
C  -3.48910  0.32582  -3.64362
H  -1.72175  0.03007  -2.43616
H  -2.87790  1.17859  -1.74797
H  -3.24476  -0.54348  -4.26368
H  -3.15685  1.22728  -4.16780
H  -4.57749  0.38123  -3.51354
C  -0.92575  -2.82081  -3.72139
C  -2.91729  -3.47706  -2.61818
C  0.04267  -1.68275  -3.88352
H  -1.52738  -2.94562  -4.63634
H  -0.39775  -3.77019  -3.52993
H  -0.47928  -0.74548  -4.10424
H  0.68863  -1.90809  -4.73589
H  0.68095  -1.54667  -3.00433
C  -4.01001  -3.07566  -3.56672
H  -3.27886  -3.51941  -1.58464
H  -2.53774  -4.47997  -2.88126
H  -4.46202  -2.13218  -3.25028
H  -4.78106  -3.85031  -3.55794
H  -3.62862  -2.98020  -4.58686
H  -1.65723  -1.62627  -1.16270
Zn  0.89570  -0.70333  1.18211
C  -0.77299  -1.56450  -0.26094
Si  -0.67522  -3.33437  0.44944
H  0.10230  -1.21368  -0.83612
H  -1.21062  -0.79207  0.39667
C  -2.39138  -3.63152  1.14977
C  0.58239  -3.79187  1.78566
C  -0.19572  -4.60725  -0.85663
C  1.00155  -1.07459  3.14010
Si  1.54140  0.17005  4.43387
H  1.67431  -1.94188  3.27206
H  -0.00238  -1.43649  3.44016
C  1.68883  -0.71896  6.09062
C  0.30843  1.56559  4.65513
C  3.23247  0.85269  3.99431
H  0.32433  -5.43484  -0.35337
H  0.49413  -4.18959  -1.60052
H  -1.06312  -5.03141  -1.37458
H  -2.46044  -3.18747  2.15292
H  -2.58288  -4.70989  1.23805
H  -3.17407  -3.18420  0.52253
H  0.22134  -3.53546  2.78705
H  1.55664  -3.31100  1.62235
H  0.74184  -4.88029  1.74579
H  -0.65113  1.17924  5.02624
H  0.12382  2.09332  3.70802
H  0.68793  2.28910  5.39382
H  3.26148  1.94757  4.06444
H  3.51359  0.57842  2.96994
H  3.99533  0.44959  4.67612
H  2.38490  -0.18748  6.75350
H  2.06149  -1.74319  5.95922
H  0.71640  -0.77463  6.59820
Se  2.60404  0.02260  -0.55228
P  2.00449  2.09033  -0.02584
Se  0.05749  1.79829  0.95432
C  3.27063  2.85694  1.04726
C  2.90565  3.97487  1.80994
C  3.87356  4.61874  2.58933
C  5.18570  4.13941  2.61055
C  5.54035  3.01219  1.86369
C  4.58021  2.36477  1.07953
C  1.89962  3.31318  -1.38428
C  0.65312  3.74470  -1.85674
C  0.58251  4.82222  -2.74446
C  1.75520  5.44536  -3.18613
C  3.00256  4.97797  -2.75824
C  3.07977  3.90614  -1.86362
H  1.87281  4.32931  1.79105
H  3.59799  5.49659  3.17442
H  5.94046  4.64654  3.21643
H  6.56217  2.63354  1.88728
H  4.83723  1.47328  0.50059
H  -0.25413  3.25513  -1.49234
H  -0.38819  5.17922  -3.09047
H  1.69650  6.29637  -3.86697
H  3.91813  5.45402  -3.11037
H  4.05251  3.54333  -1.52354

Summary:
Kohn-Sham gap = 8.2 eV
LUMO level = 0.36 eV

No. 3
A cluster of 3 separate species, C28H54BBrN3O7P in total at a distorted geometry. Source: the OMol25 dataset; level of theory: ωB97M-V with the def2-TZVPD basis set.

Positions of all 95 atoms, in Å:
C  -0.38948  2.37113  1.23020
C  1.03524  1.80257  1.25532
P  1.30992  0.72879  2.73671
C  2.31418  -0.60663  1.98896
C  2.65493  1.69058  3.69209
O  2.51547  3.10258  3.43448
C  1.45258  3.50103  4.18319
O  0.82635  4.48838  4.00476
O  1.22194  2.59762  5.16973
C  2.35842  1.65797  5.18278
C  3.39060  2.35199  6.13615
C  4.70332  2.88748  5.61998
O  5.10465  3.98845  5.76871
Br  5.88872  1.57588  4.76528
B  1.83154  0.29004  5.84036
O  1.10571  0.41635  7.00379
N  2.16781  -0.98305  5.28589
C  3.62451  -1.24987  5.28505
C  1.41105  -2.10273  5.85604
H  -0.47166  3.14088  0.45966
H  -0.64662  2.84560  2.17915
H  -1.11468  1.58494  1.01435
H  1.76393  2.61313  1.20255
H  1.19100  1.15745  0.38519
H  1.72089  -1.00876  1.16509
H  2.51324  -1.39808  2.71065
H  3.25908  -0.23656  1.57964
H  3.61423  1.29568  3.37089
H  2.88908  3.21020  6.58162
H  3.65238  1.67729  6.95831
H  0.36298  1.02586  6.93788
H  4.16386  -0.72723  6.07962
H  3.77985  -2.31753  5.44098
H  4.07346  -0.98488  4.32538
H  1.52482  -2.97384  5.20687
H  0.35536  -1.84280  5.90325
H  1.74716  -2.36894  6.86381
C  2.21114  -2.25838  -4.87613
C  1.35347  -1.52805  -3.81824
C  0.27975  -0.63887  -4.45600
C  0.82168  0.62649  -5.10965
C  1.64382  1.42504  -4.10016
C  2.76719  0.60633  -3.45875
N  2.18773  -0.67084  -2.90817
O  1.61157  -0.49082  -1.78054
C  3.88002  0.35886  -4.48431
C  3.39344  1.37424  -2.29941
C  0.65958  -2.60206  -2.98614
H  1.78718  -2.15138  -5.87532
H  3.23824  -1.91543  -4.90985
H  2.25991  -3.32282  -4.64734
H  -0.43765  -0.35117  -3.68133
H  -0.27494  -1.24129  -5.17931
H  1.41286  0.38302  -5.99768
H  -0.01216  1.23956  -5.45625
H  2.08758  2.30697  -4.56944
H  0.97719  1.78515  -3.31039
H  4.61328  -0.35296  -4.10232
H  4.39370  1.30346  -4.66539
H  3.51643  0.00561  -5.44594
H  2.65111  1.68026  -1.56712
H  3.87958  2.26809  -2.69283
H  4.14557  0.76631  -1.79405
H  1.39062  -3.20470  -2.44454
H  0.11122  -3.25395  -3.66888
H  -0.04250  -2.18053  -2.27337
C  -4.72683  -2.48092  -0.01970
C  -3.77908  -1.42306  -0.62714
C  -3.91884  -0.06119  0.06679
C  -5.20580  0.68039  -0.27533
C  -5.34433  0.83330  -1.78787
C  -5.27067  -0.50395  -2.53044
N  -4.02431  -1.23314  -2.10004
O  -2.98462  -0.79620  -2.70090
C  -6.55006  -1.30992  -2.27410
C  -5.18354  -0.27691  -4.03570
C  -2.35223  -1.92503  -0.42761
H  -5.18939  -2.12161  0.90037
H  -5.51681  -2.78788  -0.69408
H  -4.17021  -3.38694  0.21949
H  -3.06842  0.56267  -0.22611
H  -3.83664  -0.21934  1.14478
H  -6.07246  0.16192  0.14503
H  -5.18688  1.66829  0.18834
H  -6.29250  1.31354  -2.04287
H  -4.54690  1.48712  -2.15390
H  -6.45554  -2.32625  -2.65912
H  -7.37068  -0.82642  -2.80492
H  -6.83449  -1.35738  -1.22600
H  -4.35422  0.37318  -4.29982
H  -6.11079  0.18801  -4.37377
H  -5.05956  -1.22376  -4.56284
H  -2.18689  -2.85276  -0.97745
H  -2.21018  -2.12483  0.63656
H  -1.60954  -1.19808  -0.74715

Summary:
Kohn-Sham gap (spin up / spin down) = 8.6 / 8.8 eV
Energy relative to the best compared isomer or geometry (same formula, charge and spin) = 0.0000 eV
Spin multiplicity = 3
LUMO level (spin up / spin down) = 0.40 / 0.40 eV

No. 4
A structure of composition C28H54BN2NiO2P3S2. Source: the OMol25 dataset; level of theory: ωB97M-V with the def2-TZVPD basis set.

Positions of all 93 atoms, in Å:
Ni  0.52978  -0.43449  -0.84246
C  5.29442  -1.50994  0.65707
C  3.92433  -1.54098  -0.02430
C  3.02669  -2.47771  0.79656
C  4.08278  -2.15818  -1.41398
P  3.01957  0.09944  -0.17204
C  2.77875  0.59244  1.60230
N  1.56876  -0.03454  2.06828
B  0.52213  -0.50347  1.17814
N  -0.34829  -1.24810  2.07250
C  -1.47758  -2.05417  1.68866
P  -1.70721  -1.95881  -0.15556
C  -3.41369  -1.20370  -0.29877
C  -3.33620  0.13096  0.45442
C  -4.57398  -2.01078  0.28139
C  -3.69798  -0.92532  -1.77600
C  -1.74096  -3.77772  -0.60458
C  -0.29094  -4.24906  -0.42805
C  -2.11837  -3.92347  -2.07821
C  -2.64542  -4.69749  0.22252
C  0.16910  -1.25613  3.34920
C  -0.27638  -1.86720  4.50320
C  0.48454  -1.72301  5.66606
C  1.65519  -0.98206  5.66408
C  2.10945  -0.35554  4.50088
C  1.36433  -0.49615  3.34596
C  4.20002  1.44451  -0.75072
C  5.49029  1.61587  0.06038
C  3.43227  2.77222  -0.66153
C  4.55442  1.20302  -2.21755
H  5.58813  -2.53646  0.89342
H  5.29772  -0.95124  1.59245
H  6.06651  -1.09916  0.00678
H  3.46892  -3.47753  0.75473
H  2.01423  -2.53883  0.40416
H  2.96586  -2.17781  1.84239
H  4.43400  -3.18732  -1.29619
H  4.82445  -1.63237  -2.00999
H  3.13943  -2.18318  -1.96082
H  2.69691  1.68411  1.64044
H  3.62654  0.29760  2.23159
H  -2.39664  -1.72701  2.19198
H  -1.31231  -3.09464  1.99346
H  -3.30781  -0.01015  1.53421
H  -4.23828  0.70450  0.22448
H  -2.47624  0.74039  0.18514
H  -4.38312  -2.36124  1.29589
H  -4.81940  -2.87187  -0.33936
H  -5.46538  -1.37794  0.31942
H  -2.87134  -0.41101  -2.26179
H  -4.58361  -0.28665  -1.84384
H  -3.91668  -1.84174  -2.32376
H  0.39296  -3.68386  -1.05946
H  -0.23486  -5.30336  -0.71370
H  0.04313  -4.17112  0.60799
H  -1.56200  -3.23806  -2.71783
H  -3.18470  -3.76018  -2.23294
H  -1.88957  -4.94207  -2.40177
H  -2.47020  -4.61921  1.29516
H  -2.43798  -5.73399  -0.05861
H  -3.70214  -4.51919  0.03934
H  -1.19245  -2.44471  4.50594
H  0.15151  -2.19628  6.58131
H  2.22848  -0.88181  6.57697
H  3.01836  0.23157  4.50364
H  5.29676  1.64152  1.13297
H  5.94705  2.57325  -0.20705
H  6.22802  0.83864  -0.13410
H  3.36373  3.13197  0.36513
H  2.41933  2.73707  -1.06769
H  3.99184  3.52011  -1.22872
H  5.22880  0.36012  -2.34416
H  5.06010  2.08991  -2.60977
H  3.66669  1.02446  -2.82203
C  -2.47151  3.39811  -3.36269
C  -2.57155  2.76112  -1.99213
O  -1.70119  1.63562  -1.88920
P  -0.22519  1.75484  -1.17163
S  0.70232  -1.60266  -2.81015
S  -0.27071  3.02575  0.34705
O  0.59694  2.56829  -2.35067
C  0.79091  1.94997  -3.61158
C  1.56275  2.91300  -4.48625
H  -3.21168  4.19249  -3.47556
H  -2.64420  2.66063  -4.14694
H  -1.48222  3.82976  -3.50585
H  -3.58217  2.38554  -1.80496
H  -2.32275  3.47786  -1.20168
H  -0.18009  1.69951  -4.05332
H  1.32432  0.99996  -3.48262
H  1.01203  3.84374  -4.61892
H  1.74425  2.47398  -5.46870
H  2.52634  3.15508  -4.03741

Summary:
Charge = -1
Kohn-Sham gap (spin up / spin down) = 6.0 / 6.4 eV
Energy relative to the best compared isomer or geometry (same formula, charge and spin) = 0.0000 eV
Spin multiplicity = 4
LUMO level (spin up / spin down) = 2.65 / 2.00 eV